DFT (ωB97M-V/def2-TZVPD) results for a structure of composition C22H22CrIN2O5 at a distorted geometry.

Energy relative to the best compared isomer or geometry (same formula, charge and spin)   46.7 kcal per mole
⟨S²⟩   1.234
Molecular weight   573.33 Da
Multiplicity   2

Each line ends with the Mulliken spin population.
Geometry (Å):
Cr: -0.167 0.043 0.494  1.12
C: -2.521 0.614 0.274  -0.20
C: -2.269 -0.801 0.262  0.13
C: -1.802 -1.160 1.543  0.04
C: -1.746 0.035 2.335  -0.24
C: -2.254 1.105 1.570  0.09
C: -2.506 2.477 2.110  0.00
C: -1.403 0.090 3.786  0.02
C: -1.586 -2.536 2.088  0.00
C: -2.648 -1.732 -0.850  0.01
C: -3.124 1.357 -0.872  0.01
H: -2.981 3.123 1.372  0.00
H: -1.580 2.951 2.439  0.00
H: -3.169 2.414 2.976  0.00
H: -0.688 -0.690 4.044  0.00
H: -2.307 -0.053 4.386  -0.01
H: -0.971 1.057 4.049  0.00
H: -2.328 -2.751 2.860  0.00
H: -0.596 -2.611 2.544  0.00
H: -1.671 -3.294 1.311  0.00
H: -2.036 -2.634 -0.846  0.00
H: -2.531 -1.247 -1.820  0.00
H: -3.694 -2.036 -0.751  0.00
H: -2.479 1.284 -1.750  0.00
H: -3.264 2.412 -0.641  0.00
H: -4.095 0.926 -1.125  0.00
O: 5.607 0.953 -1.204  0.00
C: 4.323 0.752 -0.870  0.00
C: 3.264 1.140 -1.692  0.00
C: 1.982 0.884 -1.267  0.06
N: 1.725 0.291 -0.103  0.07
C: 2.735 -0.086 0.687  0.05
C: 4.048 0.126 0.348  0.00
C: 2.194 -0.751 1.934  -0.02
O: 2.915 -1.171 2.814  0.00
O: 0.903 -0.790 1.889  -0.05
C: 0.697 1.200 -1.994  -0.03
O: 0.677 1.840 -3.026  0.00
O: -0.307 0.700 -1.357  -0.06
H: 5.668 1.349 -2.079  0.00
H: 3.416 1.632 -2.645  0.00
H: 4.839 -0.190 1.013  0.00
I: -0.111 5.597 -1.788  0.00
C: 0.719 4.365 -0.317  0.00
C: 1.975 4.621 0.206  0.00
C: 2.450 3.791 1.211  0.00
C: 1.657 2.745 1.646  0.01
N: 0.462 2.479 1.119  0.00
C: -0.001 3.279 0.157  0.00
H: 2.566 5.458 -0.142  0.00
H: 3.421 3.966 1.655  0.00
H: 1.980 2.093 2.451  0.00
H: -0.986 3.050 -0.231  0.00